# 1
Entry from OMol25: C26H25BCl2CrF4N5O2PS3 as an isolated structure (ωB97M-V/def2-TZVPD).

Positions of all 70 atoms, in Å:
Cr -0.97015 -0.01539 -0.85098
Cl 3.82591 -5.42310 -0.35643
C 2.65294 -4.15203 -0.17200
C 2.52283 -3.52784 1.07327
C 1.61546 -2.51579 1.24522
Cl 1.40209 -1.78924 2.79653
C 0.82943 -2.04322 0.16748
O 0.01095 -1.05194 0.35165
C 0.93570 -2.73870 -1.05489
C 0.04176 -2.43898 -2.13119
O -0.81992 -1.55589 -2.13651
C 1.85657 -3.78560 -1.21827
H 3.13538 -3.84587 1.90535
H 0.09521 -3.09073 -3.01203
H 1.93787 -4.28338 -2.17583
F -1.17738 1.57406 0.34354
B -1.67070 2.52937 1.40692
F -3.05660 2.51223 1.32174
F -1.13385 3.75496 1.10036
F -1.23209 2.02554 2.61389
S 3.76781 -0.78990 -1.42604
P 2.69865 0.84894 -1.22108
S 0.84741 0.89587 -2.10164
C 3.58070 2.25271 -1.99484
C 3.23391 2.73924 -3.24966
C 3.97609 3.75672 -3.83343
C 5.06578 4.29700 -3.16721
C 5.41530 3.81451 -1.91299
C 4.67807 2.79560 -1.33112
C 2.58262 1.37049 0.51553
C 3.38246 0.76481 1.47687
C 3.36385 1.22841 2.78527
C 2.54347 2.29089 3.13220
C 1.73771 2.89271 2.17399
C 1.75881 2.43746 0.86636
H 2.37580 2.32780 -3.76433
H 3.69548 4.13162 -4.80978
H 5.63977 5.09528 -3.62143
H 6.26213 4.23468 -1.38470
H 4.95404 2.42015 -0.35298
H 4.01111 -0.06861 1.18694
H 3.98231 0.74880 3.53430
H 2.51769 2.64427 4.15588
H 1.06898 3.69821 2.44322
H 1.11806 2.89721 0.12445
S -4.01319 1.50665 -4.12999
C -2.95351 1.09109 -2.99303
N -2.18479 0.76874 -2.16756
C -4.04053 -0.17587 -0.13160
N -2.74341 -0.85855 0.18716
C -2.89823 -2.28544 -0.20508
N -4.01046 -2.93299 0.47514
C -5.23865 -2.19563 0.15819
N -5.15718 -0.79712 0.56590
C -4.91014 -0.74285 2.00661
N -3.68212 -1.45260 2.36825
C -2.56898 -0.82040 1.67637
C -3.78834 -2.83670 1.92131
H -4.20851 -0.25009 -1.20328
H -3.95036 0.87000 0.15102
H -1.97359 -2.81164 0.04240
H -3.05693 -2.32473 -1.28335
H -6.07515 -2.67228 0.67398
H -5.41344 -2.24311 -0.91860
H -5.75393 -1.19901 2.52957
H -4.81734 0.30029 2.31137
H -1.64174 -1.33346 1.92214
H -2.49057 0.21441 1.99087
H -4.62274 -3.31818 2.43615
H -2.86557 -3.36382 2.17445

## Properties
**E**: -145733.1013 eV
**Total charge**: -1
**Gap between HOMO and LUMO (alpha / beta)**: 6.67 / 6.94 eV
**ΔE to the lowest compared entry with this formula, charge and spin**: 0.0 kJ/mol
**E_LUMO (alpha / beta)**: 1.15 / 1.42 eV
**Spin multiplicity**: 2

=====

# 2
Entry from OMol25: C26H25Br2CdN5O4 as an isolated structure (ωB97M-V/def2-TZVPD).

Positions of all 63 atoms, in Å:
Cd -1.06775 1.42714 0.60010
O 3.37337 1.67549 0.59719
C 3.75579 0.52966 1.20391
C 5.07618 0.08725 1.10661
C 5.45477 -1.10495 1.69754
C 4.53107 -1.87497 2.40043
C 3.22433 -1.43513 2.51222
C 2.82133 -0.23954 1.92191
C 1.41818 0.23194 1.99107
O 1.18126 1.40154 1.42647
N 0.50978 -0.50962 2.53050
N -0.75472 0.04759 2.35835
C -1.64633 -0.30491 3.20783
C -3.02712 0.12469 3.23344
C -3.83456 -0.51563 4.19423
C -5.16210 -0.21409 4.36555
C -5.72278 0.78200 3.55667
C -4.96647 1.43768 2.61810
C -3.59444 1.14342 2.40813
O -2.96795 1.81362 1.48904
H 2.24190 1.74325 0.95009
H 5.79059 0.70346 0.57458
H 6.48296 -1.43529 1.61775
H 4.83519 -2.80307 2.86502
H 2.48469 -2.00800 3.05575
H -1.33462 -0.99722 3.99210
H -3.37283 -1.27525 4.81625
H -5.75593 -0.72600 5.10982
H -6.76751 1.04508 3.67351
H -5.39485 2.21339 1.99629
C -2.99913 -1.37038 -0.09183
C -2.44778 -0.84304 -1.37978
C -2.75472 -1.44720 -2.61781
C -2.23984 -0.93382 -3.77137
C -1.40013 0.20141 -3.72995
C -0.79187 0.79940 -4.86585
Br -1.09610 0.09746 -6.60019
C 0.02352 1.87899 -4.71988
C 0.27885 2.41546 -3.44393
Br 1.42076 3.92491 -3.31075
C -0.28246 1.91107 -2.27075
O -0.01516 2.36616 -1.10184
C -1.14890 0.75479 -2.46016
N -1.66876 0.21687 -1.33044
H -3.51563 -2.31631 -0.24054
H -3.69893 -0.65094 0.33829
H -2.19618 -1.51596 0.63216
H -3.39538 -2.31794 -2.63588
H -2.46247 -1.39104 -4.72589
H 0.48169 2.33892 -5.58442
N 3.01058 1.15369 -1.93691
C 3.01080 -0.33612 -1.90974
C 1.68170 -0.84164 -1.34745
N 1.71753 -2.19715 -0.84350
H 3.74794 1.53919 -2.52132
H 3.15579 1.49756 -0.92397
H 2.12246 1.52447 -2.29176
H 3.83503 -0.64235 -1.26393
H 3.18633 -0.71203 -2.91804
H 0.91637 -0.76506 -2.12271
H 1.36978 -0.17883 -0.53729
H 2.28813 -2.26822 -0.00860
H 2.05471 -2.85585 -1.53441

## Properties
**E**: -187659.3723 eV
**Total charge**: 0
**Gap between HOMO and LUMO**: 7.10 eV
**ΔE to the lowest compared entry with this formula, charge and spin**: 0.0 kJ/mol
**E_LUMO**: -0.22 eV

=====

# 3
Entry from OMol25: C26H25Cl4GeMoN5S3 as an isolated structure (ωB97M-V/def2-TZVPD).

Positions of all 65 atoms, in Å:
Mo -0.07052 0.02078 -0.30651
C -1.01108 -2.75801 -1.91109
N 0.27011 -2.14382 -1.48771
C 0.86713 -3.03785 -0.43871
C 2.00841 -2.37557 0.27916
N 1.57867 -1.21541 1.12621
C 2.82340 -0.45787 1.46504
C 0.99343 -1.72807 2.37845
C 1.80066 -2.15387 3.42707
C 1.23022 -2.60860 4.60545
C -0.15189 -2.66297 4.74411
C -0.95954 -2.27724 3.69107
C -0.37923 -1.81518 2.51304
S -1.40548 -1.40774 1.16965
C 1.20960 -2.09600 -2.61775
C 1.30999 -3.14394 -3.52879
C 2.26051 -3.10549 -4.53453
C 3.12297 -2.02031 -4.62998
C 3.02521 -0.97818 -3.72530
C 2.06473 -1.01648 -2.71437
S 1.95438 0.32662 -1.59097
H -0.87503 -3.79958 -2.20275
H -1.42859 -2.20038 -2.74536
H -1.69702 -2.74274 -1.07525
H 1.22672 -3.95105 -0.91852
H 0.07847 -3.32114 0.25606
H 2.74584 -2.00676 -0.42980
H 2.50270 -3.10789 0.92098
H 3.62593 -1.15440 1.71030
H 2.63100 0.18870 2.31463
H 3.13194 0.13404 0.61441
H 2.87828 -2.11155 3.35066
H 1.87299 -2.91203 5.42193
H -0.59583 -3.00452 5.66982
H -2.03899 -2.30363 3.77331
H 0.65715 -4.00320 -3.46542
H 2.32857 -3.92471 -5.23794
H 3.86882 -1.98454 -5.41359
H 3.68461 -0.12200 -3.79540
N -3.52869 1.43769 -2.47712
C -4.22947 0.28714 -2.14884
C -5.53287 -0.07334 -2.46356
C -5.98240 -1.26400 -1.94120
C -5.14671 -2.04343 -1.12678
C -3.85273 -1.67058 -0.83163
C -3.36368 -0.47812 -1.37316
N -2.12446 0.21972 -1.26877
C -2.32212 1.35059 -1.92324
C -1.32136 2.38940 -1.94634
C -1.34379 3.61000 -2.52301
S 0.12807 4.40102 -2.20903
C 0.68806 3.06510 -1.34933
N -0.17231 2.08127 -1.26052
H -3.88040 2.22333 -2.99759
H -6.16264 0.55902 -3.07628
H -6.99305 -1.59267 -2.14373
H -5.53072 -2.96117 -0.70114
H -3.27361 -2.28822 -0.16653
H -2.12549 4.07092 -3.10649
H 1.66867 3.04446 -0.90128
Cl 2.12680 2.74438 1.56988
Ge 0.12514 1.76925 1.64640
Cl -1.10930 3.54488 1.47543
Cl 0.13800 1.20943 3.72377
Cl -2.88328 0.62051 1.89779

## Properties
**E**: -175785.0641 eV
**Total charge**: +1
**Gap between HOMO and LUMO (alpha / beta)**: 7.09 / 6.53 eV
**ΔE to the lowest compared entry with this formula, charge and spin**: 105.2 kJ/mol
**E_LUMO (alpha / beta)**: -3.35 / -4.41 eV
**Spin multiplicity**: 4

=====

# 4
Entry from OMol25: C26H25F12N6O3SW as an isolated structure at a distorted geometry (ωB97M-V/def2-TZVPD).

Positions of all 74 atoms, in Å:
W -0.55972 0.07684 -0.41143
C 4.16532 3.54061 -2.51846
C 3.21046 2.80495 -1.63132
C 3.67251 1.92364 -0.64424
C 2.80174 1.26272 0.18629
C 1.42703 1.50709 0.10076
N 0.46466 0.85242 0.94215
C 0.65666 0.33551 2.23794
C 1.67736 0.81302 3.05193
C 1.91739 0.24551 4.28539
C 1.14178 -0.81318 4.75046
C 1.41495 -1.46510 6.07207
C 0.05762 -1.22280 3.96754
C -0.21775 -0.66457 2.73339
C -1.53359 -1.07121 2.07240
O -1.77475 -0.35988 0.84437
C -2.76745 -0.62097 2.94050
F -2.77794 -1.11710 4.15877
F -3.88547 -1.01096 2.30008
F -2.76245 0.70066 3.00823
C -1.65226 -2.64580 1.82268
F -0.46009 -3.21889 1.79790
F 0.23411 -1.62391 -0.14838
F -2.34494 -3.20602 2.82227
C 0.93145 2.40278 -0.89226
C 1.83564 3.00954 -1.74768
C -0.56806 2.78038 -0.93454
O -1.33808 1.58257 -1.12272
C -0.98102 3.64362 -2.16190
F -0.40582 4.83438 -2.14576
F -0.60706 2.99058 -3.27986
F -2.29476 3.77325 -2.19997
C -1.02436 3.50377 0.40818
F -1.75101 4.57683 0.16094
F -1.74791 2.66630 1.15309
F 0.05734 3.85774 1.10610
H 5.13585 3.04907 -2.56133
H 4.32620 4.54959 -2.12725
H 3.77146 3.65157 -3.52878
H 4.73761 1.75916 -0.52979
H 3.17733 0.56948 0.92660
H 2.27041 1.65716 2.72435
H 2.72036 0.63217 4.90049
H 2.41663 -1.23729 6.42941
H 1.30105 -2.54729 6.00840
H 0.70352 -1.10628 6.82077
H -0.58393 -1.99999 4.36404
H 1.49502 3.68660 -2.51520
C 3.65840 -0.17246 -4.19439
C 2.86292 -0.69061 -2.99383
C 1.38664 -0.63586 -3.18222
N 0.52065 -0.36116 -2.26771
N -0.79805 -0.50986 -2.63565
C -0.93318 -0.82326 -3.89769
N -2.09111 -0.98598 -4.53328
S 0.60999 -1.02359 -4.67637
H 4.71955 -0.16273 -3.95445
H 3.36058 0.84207 -4.46706
H 3.52990 -0.81746 -5.06586
H 3.10413 -0.15231 -2.08156
H 3.11314 -1.74123 -2.81436
H -2.95667 -0.71989 -4.09249
H -2.11731 -1.15063 -5.52653
C -4.83600 -2.12583 -0.35352
N -4.42358 -3.48398 0.02028
C -3.27986 -3.84700 0.53480
N -3.01413 -5.08643 0.88914
O -2.30510 -2.92382 0.59366
H -5.48183 -2.20114 -1.22359
H -3.96620 -1.53035 -0.59469
H -5.38617 -1.65496 0.45696
H -5.13569 -4.19777 -0.06154
H -3.72412 -5.80492 0.90043
H -2.09993 -5.34713 1.22491

## Properties
**E**: -87698.8987 eV
**Total charge**: +3
**Gap between HOMO and LUMO**: 6.18 eV
**E_LUMO**: -10.45 eV